Record 1
Molecular formula: C46H126O17
Method: DFT, wB97M-V/def2-TZVPD

Computed properties:
- E_LUMO (Eh) = 0.0121
- energy (a.u.) = -3107.1585
- charge = 0

Positions of all 189 atoms, in Å:
C 3.32308 -1.74952 -2.10307
C 3.18399 -0.85335 -3.31827
C 1.91575 -0.02737 -3.35810
O 4.34651 -0.01817 -3.33885
H 3.40088 -1.17133 -1.17165
H 4.21494 -2.35250 -2.14488
H 2.50844 -2.43669 -2.01422
H 3.24114 -1.47796 -4.26998
H 1.00070 -0.65923 -3.27415
H 1.88853 0.67444 -4.19144
H 1.94147 0.62944 -2.45829
H 4.34739 0.48078 -2.49977
C 4.52085 -4.85893 -4.29490
C 4.02766 -6.21297 -3.75567
C 4.79397 -6.84161 -2.62656
O 2.67821 -6.08227 -3.23728
H 4.40826 -4.02369 -3.60807
H 3.98349 -4.56531 -5.19914
H 5.57425 -4.90451 -4.61537
H 4.02002 -6.85731 -4.64588
H 5.86096 -6.85901 -2.86634
H 4.48506 -7.88891 -2.42120
H 4.62689 -6.22596 -1.74114
H 1.98878 -6.11803 -3.85557
C -1.65855 -1.92785 -4.99591
C -0.90892 -2.83299 -3.97568
C 0.36726 -3.33835 -4.64724
O -0.75269 -2.04922 -2.82910
H -1.73491 -2.46721 -5.93491
H -1.10192 -0.99921 -5.19239
H -2.67966 -1.64061 -4.69104
H -1.52077 -3.73227 -3.74759
H 0.00513 -3.99935 -5.47447
H 0.99751 -4.01783 -4.03063
H 1.05429 -2.58734 -4.99369
H -0.67729 -2.66338 -2.07216
C -3.50752 3.93579 1.03236
C -3.35702 5.20462 1.96854
C -3.04812 4.75344 3.40195
O -2.40770 6.14201 1.55876
H -2.51023 3.56809 0.79485
H -3.99121 4.24301 0.10138
H -4.08905 3.08981 1.33515
H -4.30562 5.71809 1.99464
H -2.01050 4.58783 3.38635
H -3.66141 3.90892 3.67521
H -3.18747 5.61990 4.05920
H -1.60747 5.75945 1.24623
C 4.34429 3.30737 -1.58894
C 4.96450 2.36171 -0.61388
C 5.08081 2.70382 0.83924
O 4.32370 1.09408 -0.79155
H 3.21245 3.34830 -1.48858
H 4.54137 3.06837 -2.61495
H 4.66703 4.37930 -1.41977
H 6.02442 2.29686 -0.94651
H 5.73857 3.58202 0.87529
H 5.62685 1.93205 1.32396
H 4.10102 2.78020 1.31945
H 3.70937 0.98222 -0.01308
C 0.89628 3.71696 -3.07382
C -0.02557 4.77308 -3.73300
C -0.68000 5.72157 -2.75276
O 0.78494 5.57115 -4.65673
H 0.36372 3.12168 -2.32496
H 1.72107 4.25563 -2.66814
H 1.22228 3.05133 -3.83838
H -0.82715 4.28025 -4.30801
H -1.29003 5.23856 -1.95873
H -1.38425 6.32045 -3.32606
H 0.07419 6.34808 -2.36226
H 0.23507 6.11273 -5.21227
C 0.21020 4.29822 6.75215
C -1.04476 3.41624 6.70111
C -1.13160 2.52737 7.89458
O -2.28338 4.16058 6.63316
H 1.12346 3.72000 7.00492
H 0.12035 5.11313 7.45608
H 0.27451 4.62285 5.74888
H -1.01044 2.73863 5.82663
H -2.10963 2.07824 7.96945
H -1.06284 3.17781 8.73566
H -0.28453 1.88861 7.92069
H -2.15289 4.89125 5.96768
C -6.42924 3.03437 3.62124
C -7.33286 2.96347 2.39403
C -8.15204 1.66652 2.23060
O -8.36880 3.93841 2.48359
H -6.98843 2.78280 4.52782
H -5.97236 4.02413 3.73416
H -5.59572 2.31867 3.65783
H -6.74968 3.12307 1.45499
H -7.47543 0.82357 2.11450
H -8.87468 1.68058 1.37684
H -8.73769 1.50360 3.17177
H -8.05837 4.83925 2.37005
C 3.35774 -4.08257 0.67589
C 2.49370 -5.31615 0.57474
C 1.82323 -5.61552 1.86043
O 1.45316 -5.23907 -0.33706
H 4.22548 -4.10679 1.38790
H 2.66158 -3.22482 0.90368
H 3.92133 -3.94370 -0.25578
H 3.17547 -6.12646 0.25480
H 1.10351 -6.39483 1.63567
H 1.25749 -4.77099 2.25009
H 2.49764 -6.06760 2.60548
H 1.84273 -5.25934 -1.22910
C -2.14218 -5.85178 -0.22453
C -2.09103 -4.50782 -0.89847
C -2.81944 -3.36297 -0.18503
O -0.73313 -4.09561 -1.09161
H -3.14598 -6.13222 0.09183
H -1.65905 -5.82771 0.74986
H -1.76938 -6.68526 -0.84263
H -2.43681 -4.62763 -1.93281
H -2.63413 -2.51294 -0.82170
H -2.42640 -3.11245 0.82372
H -3.86976 -3.49553 -0.02636
H -0.25710 -4.38173 -0.29901
C -2.18096 -1.62473 5.36881
C -1.58423 -0.87195 4.13305
C -2.65203 -0.91930 3.04634
O -1.12919 0.45821 4.53394
H -1.38677 -1.69465 6.14329
H -2.40020 -2.67750 5.14680
H -2.99491 -1.10909 5.89491
H -0.68204 -1.33443 3.67550
H -3.63572 -0.67821 3.44803
H -2.60344 -1.90571 2.56598
H -2.46183 -0.22869 2.19843
H -1.87274 1.10104 4.62910
C -3.58473 1.78574 -4.03380
C -2.40939 1.25550 -3.17958
C -2.24991 2.05699 -1.92560
O -2.61483 -0.11410 -2.90633
H -3.18951 2.76898 -4.42214
H -4.54308 1.87197 -3.48617
H -3.72096 1.18359 -4.98796
H -1.49307 1.32138 -3.81116
H -3.16868 2.09504 -1.32211
H -1.94478 3.04006 -2.17747
H -1.61614 1.58993 -1.20266
H -1.87018 -0.66594 -2.84410
C 2.71381 -1.63219 3.66467
C 2.16728 -0.43200 4.43477
O 1.42715 0.36724 3.54426
H 1.94709 -2.23618 3.15754
H 3.11743 -2.43260 4.36638
H 3.52938 -1.41754 2.96655
H 2.99320 0.16991 4.77561
H 1.50622 -0.71361 5.27028
H 0.65475 0.58500 4.02075
C -4.88445 -3.21889 -2.83528
C -5.74382 -1.96818 -2.79151
O -5.31697 -1.01754 -1.83615
H -5.45298 -4.00101 -3.49088
H -4.64069 -3.66731 -1.87363
H -3.88994 -3.08903 -3.31969
H -6.67342 -2.40732 -2.42226
H -5.99524 -1.55393 -3.79092
H -4.43661 -0.80001 -2.07756
C 1.55175 4.93693 2.57474
C 1.41633 4.51248 1.15480
O 0.12237 4.85172 0.71819
H 0.64119 4.59076 3.18149
H 1.68111 6.01360 2.63624
H 2.39641 4.47615 3.14275
H 1.58664 3.41742 1.10977
H 2.17213 4.97277 0.52223
H 0.04284 4.40965 -0.16408
C -0.17327 -0.37684 0.27400
C 0.74018 0.87607 0.34817
O 2.06097 0.58954 0.77600
H 0.19812 -1.23181 -0.25949
H -1.06684 -0.10677 -0.26231
H -0.47093 -0.75720 1.25500
H 0.29059 1.62212 1.07446
H 0.76677 1.44847 -0.57977
H 2.06039 0.53748 1.79848
C 7.61335 -2.74997 -1.73229
C 7.21002 -1.32885 -1.90274
O 7.21474 -1.03359 -3.29969
H 6.92246 -3.32395 -2.29321
H 7.71379 -3.18179 -0.72323
H 8.57466 -2.93593 -2.19896
H 7.88659 -0.64666 -1.38199
H 6.21194 -1.10994 -1.50025
H 6.44873 -0.52386 -3.56038

Löwdin atomic charge list, values in e, 8 entries:
1 C -0.05
2 C -0.46
3 C -0.04
4 O -0.08
5 H 0.08
6 H 0.05
7 H 0.06
8 H 0.15

Record 2
Molecular formula: C5H10NO
Method: DFT, wB97M-V/def2-TZVPD

Computed properties:
- ΔE to the lowest compared entry with this formula, charge and spin (kcal/mol) = 27.7
- ⟨S²⟩ = 2.009
- 2S+1 = 3
- E_LUMO (spin up / spin down) (Eh) = 0.1628 / 0.1420
- energy (a.u.) = -326.2553
- charge = -1

Positions of all 17 atoms, in Å:
C 2.27139 1.41634 0.54668
C -0.32312 -1.04834 0.69268
C 0.36911 -2.16517 0.11233
C -1.01437 1.19821 -0.26199
C -1.30947 -0.30928 -0.13999
N 1.86603 0.24444 0.34850
O 2.45386 -0.53453 -0.45769
H 1.93226 2.03011 1.36971
H 3.22983 1.83963 0.06515
H -0.25294 -2.67876 -0.70918
H 0.72892 -2.86260 0.87150
H 1.18451 -1.67256 -0.27806
H -1.10733 1.79418 0.61750
H -1.82605 1.62108 -0.95950
H -0.09282 1.23225 -0.72425
H -1.49124 -0.61519 -1.28852
H -2.23105 -0.31333 0.29885

natural (NBO) atomic charge list, values in e, 8 entries:
1 C -0.34
2 C 0.17
3 C -0.79
4 C -0.58
5 C -0.53
6 N -0.08
7 O -0.66
8 H 0.15